A molecular structure, C63H50AsBrN4O3SSbSr in a non-equilibrium geometry. Source: the OMol25 dataset; level of theory: ωB97M-V/def2-TZVPD.

```
125
Properties=species:S:1:pos:R:3
Sr -0.419 0.248 -0.080
C -4.626 -1.193 1.690
O -4.008 -1.923 2.739
C -2.955 -2.750 2.375
C -3.064 -4.079 2.731
C -2.034 -4.984 2.495
C -0.880 -4.524 1.892
C -0.734 -3.187 1.514
C 0.605 -2.825 1.001
N 0.921 -1.693 0.511
N 2.272 -1.540 0.114
C 2.564 -0.268 -0.059
O 1.829 0.753 0.152
C 3.929 -0.003 -0.628
C 4.923 -0.974 -0.663
C 6.165 -0.673 -1.197
C 6.415 0.593 -1.714
C 5.418 1.557 -1.695
C 4.175 1.263 -1.149
C -1.784 -2.244 1.741
O -1.657 -0.986 1.445
H -5.472 -0.666 2.131
H -5.001 -1.874 0.915
H -3.926 -0.492 1.248
H -3.982 -4.387 3.217
H -2.130 -6.019 2.789
H -0.048 -5.196 1.719
H 1.395 -3.579 1.082
H 4.703 -1.953 -0.260
H 6.942 -1.428 -1.214
H 7.385 0.822 -2.138
H 5.602 2.539 -2.111
H 3.374 1.987 -1.132
S 0.535 1.806 -2.848
C 0.088 3.408 -3.371
C 0.441 3.877 -4.655
C 0.147 5.153 -5.080
C -0.524 6.047 -4.245
C -0.892 5.617 -2.983
C -0.598 4.324 -2.556
As -1.068 3.704 -0.782
C -2.526 4.976 -0.435
C -2.413 6.178 0.256
C -3.514 7.012 0.419
C -4.742 6.663 -0.119
C -4.863 5.475 -0.827
C -3.765 4.641 -0.976
C 0.421 4.488 0.229
C 1.650 4.645 -0.410
C 2.746 5.103 0.304
C 2.630 5.413 1.654
C 1.415 5.237 2.297
C 0.321 4.759 1.586
H 0.969 3.195 -5.310
H 0.446 5.460 -6.075
H -0.755 7.053 -4.572
H -1.419 6.301 -2.325
H -1.457 6.485 0.661
H -3.402 7.943 0.959
H -5.597 7.315 0.004
H -5.812 5.200 -1.268
H -3.881 3.730 -1.555
H 1.752 4.396 -1.459
H 3.699 5.211 -0.198
H 3.489 5.771 2.206
H 1.314 5.440 3.355
H -0.610 4.585 2.116
Br 4.099 -4.545 -4.377
C 2.609 -3.532 -3.777
C 2.784 -2.193 -3.473
C 1.700 -1.460 -3.014
C 0.464 -2.073 -2.896
C 0.297 -3.417 -3.186
C 1.383 -4.159 -3.632
N -0.620 -1.288 -2.369
C -1.787 -1.446 -2.836
C -2.983 -0.673 -2.309
C -4.227 -0.950 -2.850
C -5.320 -0.217 -2.401
C -5.117 0.753 -1.442
C -3.828 0.952 -0.954
N -2.779 0.260 -1.377
H 3.750 -1.717 -3.563
H 1.822 -0.412 -2.782
H -0.654 -3.902 -3.015
H 1.276 -5.213 -3.843
H -2.002 -2.118 -3.677
H -4.336 -1.714 -3.607
H -6.307 -0.407 -2.803
H -5.924 1.359 -1.056
H -3.626 1.702 -0.198
C 0.452 5.110 6.159
C -0.716 4.644 5.569
C -0.666 3.573 4.689
C 0.544 2.955 4.374
C 1.704 3.426 4.975
C 1.656 4.494 5.864
Sb 0.438 1.310 3.010
C 2.503 0.766 3.026
C 2.918 -0.514 3.366
C 4.255 -0.880 3.251
C 5.188 0.029 2.786
C 4.779 1.306 2.421
C 3.447 1.668 2.531
C -0.228 -0.018 4.560
C -1.517 -0.534 4.524
C -2.007 -1.304 5.574
C -1.216 -1.558 6.679
C 0.070 -1.032 6.738
C 0.554 -0.266 5.691
H 0.419 5.945 6.847
H -1.667 5.111 5.794
H -1.593 3.228 4.244
H 2.655 2.963 4.760
H 2.572 4.844 6.324
H 2.199 -1.252 3.700
H 4.554 -1.890 3.505
H 6.225 -0.263 2.677
H 5.495 2.010 2.014
H 3.145 2.651 2.186
H -2.143 -0.377 3.656
H -3.005 -1.715 5.499
H -1.592 -2.164 7.493
H 0.698 -1.218 7.600
H 1.554 0.146 5.763
```

* energy relative to the best compared isomer or geometry (same formula, charge and spin): 18.6 kcal per mole
* LUMO level: 1.542 eV
* gap between HOMO and LUMO: 5.8 eV
* total charge: -1
* E_tot: -227339.672 eV

***

A molecular structure, C63H54GeNO6PSSiTi in a non-equilibrium geometry. Source: the OMol25 dataset; level of theory: ωB97M-V/def2-TZVPD.

```
129
Properties=species:S:1:pos:R:3
Ti 0.001 0.546 0.572
C 3.479 -5.661 -3.231
C 2.189 -6.127 -3.052
C 1.194 -5.278 -2.597
C 1.480 -3.951 -2.307
C 2.785 -3.491 -2.487
C 3.775 -4.338 -2.947
P 0.208 -2.670 -1.997
C -1.194 -3.498 -1.182
C -2.018 -4.302 -1.981
C -3.262 -4.698 -1.542
C -3.741 -4.246 -0.320
C -2.965 -3.388 0.450
C -1.709 -3.010 0.023
C 1.007 -1.686 -0.721
C 1.765 -2.210 0.338
C 2.658 -1.389 1.013
C 2.809 -0.050 0.654
C 2.044 0.511 -0.390
C 1.132 -0.315 -1.100
H 4.252 -6.323 -3.595
H 1.956 -7.156 -3.290
H 0.192 -5.652 -2.463
H 3.020 -2.458 -2.272
H 4.778 -3.966 -3.106
H -1.683 -4.586 -2.970
H -3.878 -5.333 -2.168
H -4.726 -4.532 0.017
H -3.350 -3.003 1.382
H -1.126 -2.312 0.623
H 1.669 -3.257 0.598
H 3.254 -1.804 1.813
H 3.555 0.565 1.143
H 2.301 1.498 -0.782
C -2.580 3.380 -0.882
S -2.430 1.653 -1.474
C -3.575 0.894 -0.261
O -1.058 1.222 -1.028
H -2.178 3.448 0.124
H -3.620 3.684 -0.902
H -2.006 4.004 -1.558
H -4.501 0.647 -0.767
H -3.743 1.560 0.574
H -3.094 -0.016 0.095
O 0.592 2.225 1.251
C -0.591 2.472 1.717
O -1.459 1.544 1.518
C -0.923 3.711 2.341
C -2.242 3.975 2.786
C -2.558 5.176 3.350
C -1.567 6.170 3.505
C -0.243 5.902 3.094
C 0.069 4.701 2.533
N -1.890 7.398 4.055
O -3.069 7.606 4.406
O -0.992 8.253 4.182
H -2.985 3.195 2.681
H -3.558 5.394 3.698
H 0.498 6.670 3.251
H 1.075 4.463 2.223
C 0.486 4.497 -4.654
C 0.432 4.327 -3.280
C 0.565 3.064 -2.729
C 0.764 1.955 -3.543
C 0.882 2.157 -4.916
C 0.730 3.410 -5.476
Ge 0.524 0.062 -2.956
C -1.366 -0.259 -3.519
C -2.312 -0.864 -2.695
C -3.592 -1.129 -3.156
C -3.958 -0.764 -4.437
C -3.037 -0.124 -5.255
C -1.757 0.124 -4.792
C 1.571 -0.999 -4.308
C 2.922 -0.781 -4.544
C 3.631 -1.578 -5.428
C 2.998 -2.615 -6.091
C 1.648 -2.839 -5.876
C 0.950 -2.031 -5.000
H 0.350 5.478 -5.084
H 0.275 5.186 -2.640
H 0.507 2.942 -1.651
H 1.100 1.303 -5.547
H 0.788 3.539 -6.549
H -2.032 -1.162 -1.693
H -4.298 -1.630 -2.508
H -4.953 -0.974 -4.801
H -3.312 0.177 -6.256
H -1.051 0.624 -5.439
H 3.430 0.021 -4.024
H 4.687 -1.403 -5.587
H 3.552 -3.252 -6.766
H 1.147 -3.658 -6.376
H -0.104 -2.213 -4.836
O -0.027 -0.661 1.984
Si -0.262 -1.012 3.514
C -1.506 -2.459 3.626
C -1.092 -3.783 3.531
C -1.988 -4.834 3.626
C -3.336 -4.581 3.814
C -3.776 -3.269 3.880
C -2.869 -2.228 3.776
C 1.381 -1.422 4.397
C 2.454 -0.551 4.238
C 3.622 -0.703 4.961
C 3.742 -1.741 5.870
C 2.686 -2.619 6.044
C 1.519 -2.452 5.319
C -0.831 0.363 4.721
C -0.265 1.630 4.621
C -0.595 2.649 5.496
C -1.492 2.412 6.523
C -2.031 1.146 6.675
C -1.701 0.137 5.785
H -0.044 -3.992 3.374
H -1.636 -5.855 3.553
H -4.040 -5.400 3.889
H -4.832 -3.060 4.001
H -3.226 -1.209 3.802
H 2.357 0.269 3.538
H 4.440 -0.008 4.828
H 4.647 -1.858 6.453
H 2.771 -3.431 6.756
H 0.692 -3.129 5.482
H 0.462 1.814 3.842
H -0.160 3.631 5.379
H -1.755 3.205 7.209
H -2.714 0.947 7.492
H -2.118 -0.851 5.927
```

* 2S+1: 2
* energy relative to the best compared isomer or geometry (same formula, charge and spin): 54.0 kcal per mole
* LUMO level (spin up / spin down): 1.979 / 1.976 eV
* gap between HOMO and LUMO (spin up / spin down): 4.9 / 5.4 eV
* total charge: -1
* E_tot: -187617.848 eV

***

A molecular structure, C63H61AsN2P3S7ScSiTe in a non-equilibrium geometry. Source: the OMol25 dataset; level of theory: ωB97M-V/def2-TZVPD.

```
140
Properties=species:S:1:pos:R:3
Sc -1.029 -0.519 0.188
C 0.979 -3.882 0.084
Si 1.471 -2.004 -0.011
C 2.462 -1.954 1.673
C 3.452 -2.913 1.971
C 4.115 -2.965 3.183
C 3.823 -2.027 4.166
C 2.850 -1.083 3.919
C 2.146 -1.059 2.705
P 0.840 0.244 2.519
C 2.061 1.652 2.603
C 2.343 2.468 3.698
C 3.398 3.378 3.650
C 4.189 3.481 2.515
C 3.917 2.673 1.418
C 2.859 1.778 1.464
C 0.102 0.242 4.200
C -0.426 1.428 4.690
C -1.077 1.485 5.913
C -1.245 0.324 6.652
C -0.748 -0.877 6.164
C -0.072 -0.919 4.951
C 2.888 -2.157 -1.404
C 3.780 -3.244 -1.351
C 4.733 -3.503 -2.322
C 4.810 -2.694 -3.446
C 3.929 -1.633 -3.562
C 2.993 -1.339 -2.558
P 1.771 0.021 -2.743
C 2.700 1.622 -2.502
C 4.035 1.828 -2.861
C 4.604 3.095 -2.795
C 3.849 4.184 -2.370
C 2.532 3.987 -1.982
C 1.967 2.716 -2.038
C 1.490 0.142 -4.563
C 1.337 -0.994 -5.365
C 0.868 -0.894 -6.671
C 0.518 0.344 -7.198
C 0.671 1.481 -6.416
C 1.155 1.380 -5.117
H 1.548 -4.530 -0.593
H -0.086 -4.013 -0.125
H 1.129 -4.244 1.107
H 3.705 -3.659 1.238
H 4.855 -3.738 3.365
H 4.340 -2.043 5.119
H 2.623 -0.353 4.684
H 1.759 2.387 4.603
H 3.606 3.999 4.515
H 5.015 4.184 2.486
H 4.526 2.738 0.525
H 2.663 1.139 0.608
H -0.353 2.322 4.097
H -1.488 2.428 6.258
H -1.789 0.348 7.590
H -0.912 -1.797 6.714
H 0.297 -1.864 4.581
H 3.719 -3.941 -0.532
H 5.406 -4.346 -2.210
H 5.533 -2.896 -4.231
H 3.956 -1.029 -4.460
H 4.644 1.001 -3.196
H 5.640 3.231 -3.087
H 4.289 5.174 -2.337
H 1.934 4.820 -1.626
H 0.927 2.577 -1.743
H 1.592 -1.972 -4.973
H 0.773 -1.791 -7.273
H 0.118 0.418 -8.202
H 0.401 2.453 -6.811
H 1.256 2.279 -4.520
S -4.636 -2.979 2.624
As -3.267 -1.464 2.111
S -1.221 -2.270 1.970
S -3.541 -0.645 0.081
S -3.374 0.218 3.439
C -0.202 -3.858 -4.214
C -0.025 -2.996 -2.966
P -1.524 -2.386 -2.069
C -2.318 -1.516 -3.500
C -3.733 -0.975 -3.301
C -2.491 -3.962 -1.969
C -3.559 -4.064 -0.876
H 0.777 -4.060 -4.660
H -0.809 -3.371 -4.979
H -0.660 -4.820 -3.976
H 0.545 -2.095 -3.210
H 0.574 -3.538 -2.236
H -2.322 -2.218 -4.335
H -1.638 -0.697 -3.751
H -4.435 -1.774 -3.050
H -4.080 -0.491 -4.219
H -3.770 -0.242 -2.504
H -1.740 -4.740 -1.808
H -2.932 -4.127 -2.957
H -3.116 -4.048 0.117
H -4.116 -5.003 -0.977
H -4.271 -3.244 -0.914
Te -2.421 2.276 1.512
C -2.538 3.495 3.267
C -1.480 4.271 3.734
C -1.638 5.094 4.843
C -2.863 5.154 5.499
C -3.924 4.385 5.039
C -3.762 3.559 3.930
C -1.850 4.120 0.486
C -0.555 4.643 0.483
C -0.284 5.877 -0.099
C -1.303 6.600 -0.713
C -2.594 6.084 -0.733
C -2.861 4.857 -0.129
H -0.521 4.242 3.230
H -0.802 5.688 5.194
H -2.985 5.793 6.367
H -4.885 4.429 5.540
H -4.583 2.939 3.585
H 0.258 4.077 0.931
H 0.724 6.278 -0.080
H -1.088 7.550 -1.190
H -3.389 6.631 -1.228
H -3.874 4.468 -0.132
S -4.623 4.916 -4.468
C -3.295 4.190 -3.755
S -3.468 2.726 -2.851
C -1.757 2.692 -2.484
N -1.130 3.695 -2.995
N -1.978 4.530 -3.721
C -1.292 5.609 -4.379
C 0.068 5.785 -4.095
C 0.786 6.793 -4.713
C 0.177 7.646 -5.625
C -1.167 7.467 -5.908
C -1.906 6.459 -5.296
S -0.945 1.405 -1.697
H 0.544 5.127 -3.385
H 1.837 6.909 -4.477
H 0.743 8.436 -6.106
H -1.662 8.116 -6.621
H -2.950 6.337 -5.528
```

* energy relative to the best compared isomer or geometry (same formula, charge and spin): 9.8 kcal per mole
* LUMO level: 3.646 eV
* gap between HOMO and LUMO: 6.0 eV
* total charge: -2
* E_tot: -269731.806 eV